Entry 1:
3 unconnected molecules or ions with the total composition C45H76BrFI2N8O6P2. Source: OMol25; level of theory: ωB97M-V with the def2-TZVPD basis set.

The geometry in XYZ format:
```
141
Properties=species:S:1:pos:R:3:forces:R:3:lowdin_charge:R:1
C 2.82015 -0.08553 2.82305 -0.22 0.41 0.07 -0.101
O 2.39116 0.37904 4.10063 -0.13 -0.44 -0.15 -0.189
C 1.64799 -0.65977 4.73909 0.20 0.05 0.04 -0.252
C 1.54875 -0.36395 6.24075 0.01 -0.18 -0.35 -0.161
C 0.34235 0.53109 6.59123 -0.25 -0.53 0.05 -0.187
C -0.97208 -0.28394 6.92151 1.13 -0.16 -0.78 -0.193
C -1.78638 -0.45402 5.62792 0.39 -0.50 1.12 -0.189
C -1.82746 -1.70287 4.85742 -0.51 1.40 0.35 -0.134
C -0.98147 -2.80515 5.48662 -0.39 0.11 1.05 -0.698
I -0.10201 -4.36967 4.32050 0.30 0.30 -0.08 1.062
C -1.64777 -3.43627 6.78610 0.93 -0.73 -0.89 -0.698
C -2.27949 -4.83350 6.61653 -0.79 0.26 1.09 -0.247
I 0.01434 -3.76349 8.19605 -0.31 0.12 0.10 0.876
C -2.62574 -1.68353 3.73258 -0.07 -1.38 -0.49 -0.087
C -2.78269 -2.86852 2.78932 0.14 -0.14 -0.62 -0.183
C -3.64104 -4.06349 3.29960 0.04 0.43 -0.14 -0.167
C -3.18488 -5.47667 2.85787 -0.15 -0.24 -0.23 -0.222
C -2.35045 -5.53776 1.56396 -0.33 -0.06 -0.18 -0.201
C -3.01514 -4.91570 0.32779 0.58 0.21 0.06 -0.146
O -2.24092 -5.32161 -0.84672 0.21 0.59 0.25 -0.033
C -1.41442 -4.27966 -1.20907 0.39 1.09 -0.69 -0.492
C -0.02714 -4.14456 -0.57553 0.02 -0.43 -0.14 0.027
O -1.76040 -3.43947 -2.00822 -0.22 -0.98 0.44 0.099
C -3.38405 -0.53241 3.35596 -0.08 -0.22 -0.27 -0.135
N -4.19878 -0.61948 2.25889 0.00 0.53 0.19 0.205
C -4.84013 0.46702 1.93845 -0.20 -0.42 -0.04 -0.200
C -5.76018 0.45153 0.72949 0.87 0.47 -0.10 -0.025
C -5.09434 1.02434 -0.55094 0.22 0.35 -0.82 -0.331
O -5.77684 1.49978 -1.43269 -0.01 -0.22 0.66 0.109
C -3.57985 0.95444 -0.76311 -1.63 -0.07 0.59 -0.179
C -3.05590 -0.20085 -1.31048 -0.09 -0.17 0.09 -0.024
C -1.69008 -0.28838 -1.50472 -0.27 -0.41 -0.05 -0.083
C -0.89234 0.78204 -1.14086 0.96 -0.13 -0.14 -0.076
C -1.42444 1.93822 -0.60127 -0.25 0.52 0.23 -0.057
C -2.80099 2.04070 -0.41572 0.37 -0.07 0.03 -0.027
C -4.71581 1.66221 2.72537 -0.91 1.79 -0.68 -0.190
C -5.50418 2.89653 2.27573 -0.08 -0.64 0.57 -0.100
C -5.06613 4.17214 2.99848 0.14 -0.20 -0.88 -0.179
F -5.41894 5.24587 2.16634 -0.09 -0.01 0.33 -0.074
N -3.99681 1.79907 3.80472 -0.08 -1.67 -1.22 0.163
C -3.31455 0.64650 4.08474 0.73 0.85 1.56 -0.226
C -2.47942 0.64857 5.23501 -0.28 0.25 -0.16 -0.487
Br -2.37530 2.28832 6.24210 -0.23 -0.39 -0.37 0.840
H 3.82110 -0.53498 2.90734 -0.28 -0.10 -0.13 0.092
H 2.85316 0.76374 2.13538 0.08 -0.04 0.09 0.076
H 2.08190 -0.80104 2.42996 0.36 0.05 -0.09 0.085
H 2.15607 -1.61982 4.53938 -0.13 0.14 0.26 0.111
H 0.65609 -0.70754 4.25410 0.11 -0.09 0.17 0.119
H 2.50406 0.11715 6.49488 -0.31 -0.05 0.10 0.121
H 1.51144 -1.31762 6.79108 0.05 0.30 -0.03 0.069
H 0.12517 1.12261 5.69363 0.23 0.36 0.49 0.085
H 0.58465 1.16851 7.44814 -0.09 0.06 -0.29 0.111
H -0.62875 -1.23063 7.34445 -0.34 0.22 0.02 0.008
H -1.55782 0.22189 7.69290 0.01 -0.06 -0.28 0.081
H -0.09806 -2.30147 5.87806 -0.08 -0.16 -0.52 -0.030
H -2.28847 -2.70783 7.28629 0.05 -0.14 -0.23 0.080
H -1.56025 -5.61658 6.86483 -0.13 0.08 -0.48 0.021
H -2.75327 -5.02308 5.65227 0.28 0.19 0.05 0.024
H -3.07186 -4.92657 7.37833 0.19 -0.01 -0.21 0.084
H -3.27920 -2.54048 1.87096 0.19 0.32 0.44 0.081
H -1.78498 -3.14422 2.42514 -0.17 -0.26 0.46 0.050
H -4.65263 -3.92879 2.88534 0.24 0.14 0.15 0.114
H -3.77516 -3.93313 4.38144 0.10 -0.45 -0.20 0.092
H -4.09477 -6.07195 2.67268 0.22 0.14 0.09 0.112
H -2.63846 -6.04145 3.62475 -0.05 0.39 -0.02 0.069
H -2.15954 -6.59638 1.33391 -0.11 0.23 0.00 0.126
H -1.36036 -5.07886 1.67261 -0.25 -0.09 0.18 0.038
H -2.97314 -3.81696 0.32064 -0.24 -0.27 0.36 0.108
H -4.07022 -5.18563 0.20599 0.31 -0.30 -0.17 0.137
H -0.08361 -3.74113 0.44509 -0.17 -0.25 -0.16 0.075
H 0.56187 -3.43431 -1.16354 -0.28 -0.12 0.03 0.088
H 0.51095 -5.10025 -0.56015 -0.26 0.13 0.18 0.092
H -6.03980 -0.57387 0.45660 -0.04 0.18 0.33 0.136
H -6.63150 1.08127 0.92924 -0.09 -0.42 -0.26 0.115
H -3.72148 -1.02152 -1.57267 0.20 0.06 0.02 0.125
H -1.30497 -1.21929 -1.91469 0.20 0.36 0.06 0.079
H 0.18533 0.70972 -1.28828 -0.18 0.10 0.07 0.104
H -0.78496 2.76939 -0.30937 0.02 -0.23 -0.16 0.109
H -3.26315 2.94107 -0.01479 0.17 -0.12 -0.03 0.117
H -6.56390 2.66494 2.48065 0.19 0.30 -0.11 0.131
H -5.43275 3.03209 1.18884 0.12 0.13 0.26 0.112
H -5.55361 4.30590 3.96775 0.20 -0.01 -0.14 0.123
H -3.97369 4.18555 3.08484 -0.27 0.06 0.24 0.115
C 4.58830 5.10286 -2.67207 0.48 -0.25 0.02 -0.129
N 3.83643 4.74429 -1.48758 -0.26 0.77 0.28 -0.329
C 3.02710 5.82243 -0.93904 -0.28 -0.23 0.38 -0.138
P 3.95494 3.29637 -0.56547 0.59 -0.25 -7.43 0.705
O 2.48458 2.93835 -0.57842 0.54 0.34 3.81 -0.309
N 4.48876 1.97701 -1.52780 -0.02 -0.33 0.17 -0.319
C 5.34338 2.06171 -2.69628 0.58 0.07 0.15 -0.137
C 3.57299 0.85403 -1.67985 -0.45 0.02 0.01 -0.139
N 5.63067 3.60471 -0.14154 -1.22 -0.41 3.09 -0.272
C 6.17266 2.54304 0.75009 0.28 -0.40 -0.18 -0.129
C 5.89688 4.88029 0.55444 -0.02 0.50 -0.32 -0.130
H 5.67037 4.98434 -2.54481 -0.01 -0.10 -0.05 0.068
H 4.43320 6.14825 -2.94198 -0.14 0.01 0.24 0.076
H 4.26604 4.51495 -3.53578 0.14 -0.06 -0.02 0.071
H 3.57043 6.39983 -0.17643 -0.06 0.16 -0.07 0.064
H 2.12346 5.43058 -0.46675 0.07 -0.10 0.00 0.068
H 2.69213 6.51493 -1.71183 0.11 -0.09 -0.10 0.077
H 4.77388 2.31565 -3.59781 0.00 -0.01 -0.02 0.074
H 5.83108 1.09868 -2.88005 -0.14 -0.06 0.05 0.079
H 6.15562 2.77519 -2.57034 -0.15 0.17 0.08 0.065
H 2.78880 1.06734 -2.41370 -0.01 -0.16 -0.02 0.066
H 3.10690 0.61096 -0.73215 -0.17 0.06 0.10 0.055
H 4.10484 -0.04751 -1.99585 0.21 0.19 -0.13 0.082
H 5.64310 2.51163 1.70714 0.16 0.07 0.10 0.079
H 7.23360 2.71455 0.94004 -0.07 0.20 -0.01 0.079
H 6.09473 1.56051 0.29090 -0.18 0.11 -0.15 0.071
H 5.25135 5.01702 1.42593 0.12 0.07 0.09 0.087
H 5.77044 5.73189 -0.11248 -0.22 -0.12 -0.09 0.068
H 6.93522 4.91974 0.88498 -0.03 -0.24 0.03 0.081
C -0.27474 -1.83934 -6.67262 0.10 0.13 -0.51 -0.126
N 0.15280 -0.70735 -5.87865 -0.76 0.21 0.45 -0.322
C -0.74542 -0.34944 -4.78545 0.19 0.31 0.17 -0.129
P 1.44839 0.37777 -6.17961 0.45 -7.32 -1.66 0.711
O 2.11542 0.22317 -4.83446 -0.45 3.86 0.20 -0.300
N 2.69167 -0.36972 -7.10475 0.49 0.14 -0.03 -0.326
C 2.50669 -1.43496 -8.07033 -0.18 0.23 -0.52 -0.143
C 4.00310 -0.50632 -6.48204 -0.02 0.14 0.32 -0.141
N 0.73976 0.94959 -7.68068 0.46 2.97 1.50 -0.272
C 1.57360 2.00842 -8.31200 0.34 -0.11 -0.38 -0.131
C -0.61737 1.52450 -7.57494 -0.47 -0.38 0.08 -0.128
H -0.41953 -1.59083 -7.73059 0.10 -0.04 -0.03 0.069
H -1.23137 -2.23123 -6.32525 0.00 0.21 0.17 0.079
H 0.43749 -2.66562 -6.59645 0.02 -0.01 -0.15 0.071
H -1.48575 0.40221 -5.09632 -0.15 -0.09 0.11 0.072
H -0.19301 0.07176 -3.94416 0.10 0.01 -0.10 0.056
H -1.28487 -1.21268 -4.39409 0.09 -0.10 -0.16 0.075
H 2.45769 -2.41809 -7.58707 -0.02 -0.02 -0.02 0.077
H 3.34542 -1.45934 -8.77410 0.08 0.04 0.11 0.077
H 1.62057 -1.29314 -8.68548 -0.14 0.03 0.20 0.066
H 4.03300 -1.34513 -5.77617 0.10 0.03 0.03 0.084
H 4.27827 0.40286 -5.95175 -0.08 -0.10 0.14 0.062
H 4.77433 -0.66232 -7.24129 -0.19 -0.09 -0.15 0.077
H 1.64173 2.89812 -7.67894 -0.11 0.10 -0.13 0.082
H 1.15328 2.29491 -9.27742 -0.17 -0.04 0.10 0.079
H 2.58382 1.65614 -8.50606 -0.05 -0.17 0.17 0.071
H -0.67890 2.29739 -6.80463 -0.10 0.09 -0.09 0.088
H -1.35941 0.75693 -7.36094 0.17 -0.10 0.19 0.069
H -0.91616 1.96249 -8.52773 0.24 0.05 -0.02 0.081
```
Positions in Å, forces in eV/Å.

Output
- HOMO (eV) = -7.91
- net charge = 0
- orbital gap (eV) = 7.4542
- LUMO (Ha) = -0.0169
- structure (SMILES) = COCCCCc1c([C@H](I)[C@@H](C)I)c(CCCCCOC(C)=O)c2nc(CC(=O)c3ccccc3)c(CCF)nc2c1Br.CN(C)P(=O)(N(C)C)N(C)C.CN(C)P(=O)(N(C)C)N(C)C

Entry 2:
A molecular structure, C25H30N5RuS5. Source: OMol25; level of theory: ωB97M-V with the def2-TZVPD basis set.

The geometry in XYZ format:
```
66
Properties=species:S:1:pos:R:3:forces:R:3:lowdin_spin:R:1
Ru -0.33288 -0.42034 -0.32227 0.49 -0.81 -0.17 0.725
C 1.96456 -2.61379 3.70860 -0.04 0.01 -0.01 0.003
S 1.82222 -0.83096 3.97779 0.00 0.05 -0.01 0.004
C 1.04774 -0.39276 2.42611 -0.07 -0.10 -0.03 0.025
S -0.51286 -1.04790 2.06909 -0.26 0.16 0.02 0.036
N 1.70771 0.44566 1.69696 0.04 -0.23 -0.14 -0.010
N 1.10840 0.73563 0.48626 0.09 -0.06 0.16 0.040
C 1.45207 1.98599 0.03336 0.11 0.01 -0.10 -0.020
C 1.06352 2.56677 -1.13694 -0.21 0.03 0.03 0.032
C 1.36830 3.96026 -1.39441 0.09 -0.05 0.02 -0.005
C 0.78887 4.65127 -2.39300 -0.12 -0.04 -0.07 0.023
C -0.17518 3.98408 -3.23742 0.04 0.11 0.06 0.010
C -0.34036 2.65085 -3.06728 -0.05 -0.05 0.08 0.006
N 0.32042 1.90332 -2.14481 0.22 0.07 -0.22 0.026
H 2.42161 -3.04385 4.60128 0.00 -0.01 0.00 0.000
H 2.58290 -2.80974 2.83432 0.01 0.00 0.01 0.000
H 0.97759 -3.04083 3.54042 0.00 0.00 0.02 0.001
H 2.07357 2.58107 0.69962 0.08 -0.03 -0.06 -0.002
H 2.05713 4.44318 -0.70887 0.02 -0.01 -0.02 -0.001
H 1.01815 5.70039 -2.54299 0.01 0.00 0.00 0.002
H -0.75012 4.51210 -3.98443 0.00 0.00 0.00 0.001
H -1.02642 2.08350 -3.68465 0.03 -0.01 -0.02 0.001
S -2.13603 -1.65447 -1.16163 -0.08 0.11 0.05 0.077
C -1.82769 -3.32212 -0.71497 0.04 0.04 -0.02 0.002
C -2.85482 -4.26796 -0.75761 0.03 -0.01 -0.02 0.009
C -2.62503 -5.60822 -0.48030 0.02 0.00 -0.01 -0.001
C -1.33678 -6.02115 -0.14857 -0.02 0.00 -0.02 0.008
C -0.31274 -5.08935 -0.08203 0.02 0.01 0.00 0.000
C -0.53126 -3.73156 -0.35031 0.02 -0.02 0.16 0.005
S 0.79116 -2.60096 -0.24549 -0.02 0.60 -0.23 -0.001
H -3.85062 -3.92252 -1.01493 0.00 -0.02 -0.02 0.000
H -3.44013 -6.32305 -0.52370 0.00 0.00 0.01 0.000
H -1.13190 -7.06548 0.06458 0.00 0.00 0.01 0.001
H 0.69184 -5.40169 0.18464 -0.01 0.00 0.02 -0.001
C 1.74394 -1.51216 -3.10661 0.01 -0.03 -0.13 0.000
C 1.52330 -0.00800 -3.13320 -0.13 0.08 0.09 0.000
C 1.22217 0.38029 -4.59228 0.07 0.10 0.00 0.000
C 2.83188 0.66972 -2.72142 0.04 -0.07 0.03 0.000
C 0.30117 0.42637 -2.23870 -0.10 -0.06 0.05 0.002
H 2.44520 -1.79554 -3.90363 -0.03 0.01 -0.02 0.000
H 0.80913 -2.05810 -3.24892 -0.01 -0.01 0.02 0.000
H 2.15210 -1.83517 -2.15561 0.02 -0.02 -0.03 0.000
H 2.06283 0.11062 -5.24283 0.00 -0.01 0.01 0.000
H 1.05075 1.45375 -4.69853 0.03 -0.01 -0.03 0.000
H 0.33319 -0.14792 -4.94866 0.00 0.00 -0.01 0.000
H 3.64791 0.29124 -3.34893 0.00 -0.01 0.01 0.000
H 3.06737 0.44858 -1.67892 0.00 0.00 0.01 0.000
H 2.78816 1.75368 -2.84394 0.01 -0.01 -0.01 0.000
H -0.57581 0.20101 -2.85656 -0.02 0.03 0.01 0.002
C 0.66648 2.68519 3.65294 0.01 0.06 0.12 0.000
C -0.66530 2.17825 3.21083 0.19 0.14 -0.23 0.001
C -1.63959 1.70151 4.03429 -0.39 -0.03 0.02 0.000
C -2.80922 1.19813 3.42558 0.27 0.03 0.24 0.001
N -3.01433 1.19315 2.12821 -0.05 0.21 -0.25 0.000
C -2.03872 1.64928 1.31484 0.00 0.15 0.23 0.005
S -2.05706 1.60215 -0.36771 -0.16 -0.32 0.13 -0.005
N -0.91247 2.19202 1.88870 -0.08 -0.32 0.24 -0.002
C -3.89054 0.57931 4.26074 0.00 0.01 -0.01 0.000
H 0.76402 2.60601 4.73397 -0.03 0.01 0.02 0.000
H 0.79668 3.72796 3.35475 -0.01 0.01 -0.02 0.000
H 1.45110 2.08756 3.18092 -0.02 0.08 -0.01 0.000
H -1.48904 1.65457 5.10233 0.00 -0.02 0.00 0.000
H -0.14614 2.33376 1.22346 -0.04 0.29 0.00 -0.001
H -3.67914 0.65807 5.32683 0.00 0.00 0.00 0.000
H -3.96559 -0.47298 3.98412 -0.02 -0.01 0.02 0.000
H -4.84737 1.05231 4.03754 -0.01 -0.02 -0.01 0.000
```
Positions in Å, forces in eV/Å.

Output
- HOMO (spin up / spin down) (eV) = 0.13 / 0.05
- relative energy (zero: lowest compared OMol25 entry of this formula, charge and spin) (eV) = 0.0000
- net charge = -2
- expectation value of S² = 0.77
- orbital gap (spin up / spin down) (eV) = 4.2870 / 4.3644
- multiplicity = 2
- LUMO (spin up / spin down) (Ha) = 0.1622 / 0.1623